# 1
ORCA calculation (ωB97M-V/def2-TZVPD) on a molecular structure, C20H33N6NbOP in a non-equilibrium geometry.

Last column: Mulliken charge in e.
CARTESIAN COORDINATES (ANGSTROEM)
N 2.89470 -7.48277 4.37193  -0.62
P 2.16889 -6.06372 3.67682  0.26
O 2.82138 -4.90612 4.67179  -0.51
Nb -0.39304 -5.91554 3.72350  -0.82
H 3.74394 -7.19910 4.86879  0.25
H 3.22566 -8.07475 3.60572  0.26
H 3.43686 -4.37755 4.13471  0.31
H 0.14750 -7.57577 3.03518  -0.04
H -0.70263 -5.08595 2.05742  -0.05
H -0.28455 -4.12942 4.24902  -0.01
H -0.15466 -6.24364 5.52046  0.07
H -2.05653 -6.58449 4.09140  -0.05
N 4.69157 -2.09071 2.27951  0.12
C 5.92364 -1.53322 2.07115  -0.55
C 6.33427 -1.89099 0.81559  -0.44
C 5.30485 -2.69499 0.24576  -0.29
C 4.30422 -2.79926 1.17364  -0.87
H 4.14642 -1.99367 3.11934  0.23
H 6.39973 -0.93326 2.82810  0.41
H 7.26619 -1.60770 0.35393  0.39
H 5.29809 -3.14115 -0.73511  0.43
H 3.35328 -3.30654 1.15433  0.53
N -0.19125 -1.06246 -0.46979  0.00
C 0.91452 -1.43712 0.23851  -0.86
C 1.94138 -0.60462 -0.11512  0.05
C 1.43162 0.31997 -1.07120  -0.78
C 0.10906 0.01498 -1.26484  -0.63
H -1.08368 -1.52163 -0.40719  0.27
H 0.87285 -2.26463 0.92944  0.58
H 2.94248 -0.65758 0.28002  0.43
H 1.97372 1.11360 -1.55989  0.44
H -0.63897 0.46331 -1.89864  0.48
N 1.54014 -0.11492 -4.53784  0.08
C 1.10962 1.17382 -4.67644  -0.19
C 1.78990 1.73695 -5.72360  -0.63
C 2.66908 0.74143 -6.23815  -0.36
C 2.48738 -0.38669 -5.48274  -0.59
H 1.21224 -0.75510 -3.83305  0.21
H 0.35928 1.58098 -4.01986  0.31
H 1.67297 2.74746 -6.07972  0.40
H 3.35460 0.84370 -7.06341  0.39
H 2.95332 -1.35614 -5.53892  0.37
N -3.90659 1.53430 0.94602  0.01
C -4.33847 2.82615 0.82370  -0.50
C -3.67250 3.39296 -0.23091  -0.65
C -2.80052 2.40012 -0.76118  -0.11
C -2.97249 1.26568 -0.01458  -0.36
H -4.22034 0.87971 1.64166  0.19
H -5.07537 3.22769 1.49968  0.35
H -3.78794 4.40648 -0.58096  0.45
H -2.12455 2.51443 -1.59251  0.50
H -2.50814 0.29729 -0.07767  0.14
N -6.18178 6.17166 -0.08057  0.01
C -5.84509 7.22746 0.72067  -0.45
C -5.69907 8.32930 -0.07815  -0.42
C -5.95847 7.91834 -1.41742  -0.37
C -6.25264 6.58191 -1.38309  -0.51
H -6.34321 5.23063 0.23502  0.21
H -5.73651 7.10707 1.78528  0.37
H -5.43366 9.31858 0.25673  0.39
H -5.92941 8.53370 -2.30161  0.40
H -6.50332 5.89156 -2.17063  0.37

Its total charge is -1. Its LUMO energy is 0.075 Ha.


# 2
ORCA calculation (ωB97M-V/def2-TZVPD) on a molecular structure, C42H60IKN2O8P4S in a non-equilibrium geometry.

Last column: Mulliken charge in e.
CARTESIAN COORDINATES (ANGSTROEM)
K -0.05040 0.29821 0.31011  1.64
O 1.09715 -1.09504 -1.37663  -0.13
P 1.37591 -2.48407 -1.79945  -0.19
C 2.09448 -3.32713 -0.27739  -1.74
P 2.39781 -2.39063 1.25716  1.58
O 1.46310 -1.30294 1.64916  -0.48
C 2.38901 -3.67291 2.53534  -0.03
C 3.24638 -4.77157 2.50113  -0.29
C 3.19262 -5.72678 3.50333  -0.68
C 2.28269 -5.58514 4.54568  -0.46
C 1.43380 -4.48920 4.58662  -0.61
C 1.48503 -3.52972 3.58283  -0.46
C 4.12553 -1.84522 1.19069  0.25
C 4.70550 -1.45705 -0.01469  -0.23
C 6.02582 -1.02609 -0.05189  -0.48
C 6.77715 -0.98816 1.11493  -0.65
C 6.20668 -1.37756 2.32142  -0.61
C 4.88767 -1.80685 2.35864  -0.68
C 2.74744 -2.68035 -2.94875  0.86
C 3.30350 -1.52968 -3.49538  -0.44
C 4.42262 -1.62481 -4.31063  -0.63
C 4.97257 -2.86674 -4.59553  -0.58
C 4.41186 -4.01873 -4.05776  -0.88
C 3.30305 -3.92684 -3.23003  -0.47
C 0.00738 -3.61634 -2.10235  0.54
C -1.01017 -3.60386 -1.15115  -0.74
C -2.07414 -4.48576 -1.25689  -0.71
C -2.11438 -5.39570 -2.30538  -0.58
C -1.10061 -5.40859 -3.25324  -0.67
C -0.04469 -4.51348 -3.16105  -0.20
H 3.02656 -3.83438 -0.53802  0.70
H 1.40357 -4.10893 0.04730  0.83
H 3.96502 -4.88080 1.69537  0.35
H 3.86010 -6.57862 3.47765  0.42
H 2.24383 -6.32877 5.33160  0.39
H 0.73624 -4.37162 5.40601  0.43
H 0.85518 -2.64909 3.61535  0.31
H 4.13499 -1.48495 -0.93609  0.13
H 6.46441 -0.73317 -0.99745  0.50
H 7.81036 -0.66596 1.08448  0.39
H 6.79239 -1.35990 3.23177  0.42
H 4.45621 -2.13669 3.29840  0.48
H 2.83189 -0.57556 -3.29805  0.41
H 4.84969 -0.72891 -4.74252  0.44
H 5.83412 -2.94021 -5.24738  0.40
H 4.83824 -4.98793 -4.28266  0.42
H 2.88054 -4.82838 -2.80006  0.51
H -0.97168 -2.90424 -0.32230  0.38
H -2.86772 -4.46597 -0.52047  0.45
H -2.94168 -6.08930 -2.38693  0.38
H -1.14392 -6.09908 -4.08530  0.42
H 0.70386 -4.47282 -3.94111  0.56
C 0.81902 4.76653 -1.52746  -1.32
C 0.92983 5.05417 -0.04362  0.58
C 0.29615 6.36699 0.37168  -1.37
O 0.42497 3.91730 0.71083  0.24
P -0.95200 3.55059 1.36486  0.09
O -0.95446 2.18777 1.90691  -1.05
C -2.25760 3.84595 0.12285  -0.26
P -2.72699 2.34723 -0.77872  0.12
O -1.52552 1.72092 -1.34944  -0.18
O -3.52092 1.57489 0.34138  -0.29
C -4.29889 0.34948 0.16265  0.51
C -5.73184 0.71226 -0.16879  -1.41
C -3.67605 -0.59822 -0.84498  -0.78
O -3.84720 2.69398 -1.83705  -0.35
C -3.59446 2.95900 -3.26476  0.58
C -2.43759 3.91709 -3.47091  -1.14
C -3.41657 1.65096 -4.00734  -1.31
O -1.16178 4.67052 2.47140  -0.07
C -2.27716 4.51630 3.40217  0.88
C -1.76486 3.87242 4.67276  -1.47
C -2.86456 5.89333 3.61193  -1.56
H 1.47636 5.43998 -2.07924  0.53
H -0.19535 4.91968 -1.89741  0.07
H 1.11099 3.73931 -1.74463  0.31
H 1.98424 5.07214 0.23318  0.31
H -0.76306 6.40794 0.10994  0.24
H 0.79934 7.17774 -0.15728  0.50
H 0.39279 6.53425 1.44324  0.28
H -1.87166 4.53521 -0.62878  -0.09
H -3.12304 4.30122 0.60729  0.55
H -4.25665 -0.10021 1.15473  0.44
H -5.78909 1.22234 -1.12974  0.19
H -6.15326 1.35950 0.60058  0.34
H -6.33281 -0.19698 -0.22115  0.46
H -3.67686 -0.18870 -1.85521  -0.09
H -4.24927 -1.52622 -0.85985  0.59
H -2.64543 -0.84705 -0.59418  -0.05
H -4.52224 3.44472 -3.56463  0.32
H -1.50115 3.47169 -3.13442  0.11
H -2.61136 4.86886 -2.96209  0.26
H -2.33941 4.12198 -4.53788  0.56
H -2.50317 1.13229 -3.70842  0.19
H -3.34676 1.84369 -5.07931  0.51
H -4.27453 0.99753 -3.84196  0.30
H -3.01979 3.85633 2.94138  0.27
H -1.01566 4.51356 5.14359  0.31
H -1.33360 2.89307 4.45974  0.23
H -2.58282 3.73296 5.38142  0.50
H -2.13651 6.54640 4.09600  0.32
H -3.74703 5.83026 4.24961  0.41
H -3.15547 6.34175 2.66116  0.36
I -0.18002 -1.26664 -4.69353  -0.61
S 1.35109 0.37284 4.97393  -0.45
C 2.22915 1.50526 4.11557  0.33
N 1.83227 2.79211 4.00555  -0.08
C 2.50278 3.77783 3.16981  -0.42
C 3.17882 3.06942 2.00872  -0.37
C 4.11765 2.02613 2.58112  -0.41
N 3.39210 1.17571 3.51420  -0.08
H 0.90440 2.97090 4.34440  0.02
H 3.24817 4.32925 3.75290  0.39
H 1.75689 4.49209 2.82668  0.10
H 3.73372 3.77265 1.38666  0.50
H 2.41598 2.58482 1.39636  0.00
H 4.94788 2.52356 3.09330  0.31
H 4.54102 1.39555 1.79958  0.18
H 3.58713 0.18887 3.52786  0.02

The energy relative to the best compared isomer or geometry (same formula, charge and spin) is 27.3 kcal/mol. Its LUMO energy is 0.008 Ha.


# 3
ORCA calculation (ωB97M-V/def2-TZVPD) on a molecular structure, C43H57BN7O2SSeSn in a non-equilibrium geometry.

Last column: Mulliken charge in e.
CARTESIAN COORDINATES (ANGSTROEM)
Sn 12.30991 -14.40190 -11.32561  2.51
C 8.80706 -8.73838 -7.37646  -1.79
C 8.23895 -9.00256 -8.80021  1.74
C 8.43068 -7.70351 -9.64756  -1.47
C 6.76442 -9.19471 -8.73841  -1.62
C 9.02073 -10.14175 -9.60353  -0.46
C 10.27855 -10.57702 -9.19411  -0.09
C 10.95975 -11.56475 -9.97259  -0.29
Se 12.73791 -12.13817 -9.46963  -0.18
C 12.45052 -13.35081 -8.06328  0.16
C 12.02425 -12.92788 -6.83806  -0.68
C 11.95190 -13.83296 -5.76602  0.20
C 12.36231 -15.12260 -6.11890  -0.38
C 12.79659 -15.57482 -7.35215  -0.73
C 12.85090 -14.62644 -8.39096  0.73
O 13.27123 -14.85643 -9.61489  -0.83
C 13.19934 -17.03380 -7.46938  2.42
C 12.36201 -17.95213 -6.57917  -1.90
C 12.96935 -17.44834 -8.91677  -1.09
C 14.67807 -17.15565 -7.17024  -1.91
C 11.19823 -13.40670 -4.47664  2.06
C 10.92725 -14.57888 -3.56983  -2.13
C 9.79950 -12.90760 -4.92521  -1.29
C 11.87659 -12.19055 -3.74778  -1.77
C 10.42952 -12.03878 -11.18304  0.83
O 11.12144 -12.85131 -12.02863  -1.23
C 9.15346 -11.56976 -11.58021  -0.39
C 8.54031 -10.62389 -10.81149  -0.64
C 8.64858 -12.01613 -12.95712  2.36
C 8.62141 -13.54372 -12.99569  -1.20
C 7.22938 -11.50790 -13.13448  -2.17
C 9.65120 -11.50291 -14.01780  -1.38
H 8.09280 -8.05623 -6.85419  0.45
H 9.72849 -8.17391 -7.53377  0.41
H 8.99438 -9.71182 -6.79828  0.19
H 7.81991 -6.89652 -9.21896  0.49
H 7.92929 -7.94208 -10.65586  0.31
H 9.50926 -7.51984 -9.73729  0.33
H 6.34757 -8.16142 -8.65904  0.39
H 6.46755 -9.76671 -7.91044  0.44
H 6.27058 -9.60342 -9.60669  0.30
H 10.61673 -10.17037 -8.26254  0.49
H 11.74383 -11.88810 -6.58366  0.09
H 12.20557 -15.81912 -5.32620  0.33
H 11.27994 -17.82922 -6.85484  0.40
H 12.42572 -17.86414 -5.45025  0.33
H 12.59023 -19.00444 -6.77973  0.47
H 12.16366 -16.88857 -9.39701  -0.28
H 12.74414 -18.51567 -8.98622  0.56
H 13.86942 -17.25861 -9.56344  0.00
H 14.89114 -17.00811 -6.06507  0.28
H 15.13313 -16.44529 -7.82226  0.44
H 14.95003 -18.11293 -7.53332  0.53
H 10.39429 -15.32136 -4.16583  0.48
H 10.38284 -14.25728 -2.68134  0.49
H 11.83600 -15.08875 -3.27464  0.42
H 9.42838 -13.43462 -5.79049  0.15
H 9.74851 -11.79836 -5.16602  0.22
H 9.07880 -13.06318 -4.14176  0.47
H 12.97092 -12.21095 -3.77496  0.33
H 11.50098 -12.17282 -2.77768  0.49
H 11.63966 -11.28855 -4.28758  0.37
H 7.71050 -10.22054 -11.30696  0.35
H 8.00593 -13.91156 -12.16675  0.28
H 9.57363 -14.04915 -12.84930  -0.19
H 8.09326 -13.94249 -13.88379  0.57
H 6.56786 -12.02721 -12.42020  0.40
H 6.95656 -11.81186 -14.18716  0.43
H 7.08711 -10.41498 -13.06343  0.48
H 10.63412 -11.81735 -13.73760  0.08
H 9.73638 -10.40531 -14.20825  0.29
H 9.38129 -11.98099 -14.99236  0.40
B 10.72011 -17.42308 -11.98772  -0.27
N 11.23636 -16.57351 -13.13387  0.04
C 11.05794 -16.89571 -14.41833  -0.42
C 11.94162 -16.18553 -15.23330  -1.34
C 12.60562 -15.38127 -14.36518  -0.76
N 12.18277 -15.59440 -13.08469  0.67
N 9.97181 -16.50013 -10.93486  0.23
C 8.93694 -16.65065 -10.08507  -0.68
C 8.87564 -15.53328 -9.22792  -1.43
C 9.86909 -14.70162 -9.62164  -0.84
N 10.51926 -15.32486 -10.67558  1.10
H 10.01884 -18.27423 -12.40055  -0.12
H 11.66115 -17.92702 -11.42047  -0.12
H 10.33634 -17.65528 -14.64111  0.54
H 11.95841 -16.17829 -16.27607  0.58
H 13.31483 -14.62287 -14.52689  0.59
H 8.28919 -17.52154 -10.15756  0.50
H 8.31159 -15.37616 -8.35655  0.62
H 10.20947 -13.77558 -9.28882  0.78
C 16.05634 -11.46799 -10.29513  -0.50
N 16.43717 -12.85913 -10.64112  0.24
C 17.58544 -13.45365 -10.14386  -0.58
C 17.59974 -14.74953 -10.52952  -0.60
N 16.38404 -14.96591 -11.18052  0.74
C 15.72213 -13.74478 -11.29613  0.26
S 14.42522 -13.24664 -12.36637  -0.56
C 15.98960 -15.99266 -12.11492  0.16
C 16.80148 -16.42760 -13.15603  -1.09
C 16.33235 -17.54725 -13.88349  -0.75
C 15.10176 -18.07514 -13.51116  -1.08
C 14.34587 -17.47481 -12.53806  -0.14
N 14.78615 -16.42159 -11.82987  0.55
H 16.63261 -10.76677 -10.87026  0.38
H 16.40745 -11.26089 -9.25143  0.37
H 14.96300 -11.23174 -10.42033  -0.02
H 18.18550 -12.81154 -9.51179  0.50
H 18.34811 -15.51494 -10.43127  0.57
H 17.69036 -15.92568 -13.44230  0.57
H 16.99689 -17.98802 -14.58929  0.48
H 14.77573 -18.96749 -14.00396  0.51
H 13.41691 -17.89062 -12.26134  0.46

The energy relative to the best compared isomer or geometry (same formula, charge and spin) is 0.0 kcal/mol. Its total charge is +1. Its LUMO energy is -0.101 Ha.